Record 1
The following is a DFT calculation (wB97M-V/def2-TZVPD) of a molecular structure, C7H14Br in a non-equilibrium geometry.

Output
Total charge: 0
Energy, eV: -77525.97342
Relative energy (zero: lowest compared OMol25 entry of this formula, charge and spin), kJ/mol: 149.9
Highest occupied orbital energy (alpha / beta), eV: -6.6 / -10.3
LUMO energy (alpha / beta), eV: 0.8 / 0.6
Gap between HOMO and LUMO (alpha / beta), eV: 7.41 / 10.92
Spin multiplicity: 2

```
22
Properties=species:S:1:pos:R:3:nbo_charge:R:1
Br 2.225 0.850 0.125 0.12
C -0.043 -0.428 1.252 -0.44
C 0.090 -0.361 -1.276 -0.44
C 0.899 -0.534 0.023 -0.01
C -0.916 0.814 1.251 -0.41
C -1.681 0.990 -0.069 -0.40
C 1.668 -1.846 0.035 -0.63
C -0.769 0.901 -1.293 -0.41
H 0.559 -0.497 2.168 0.22
H -2.214 1.954 -0.067 0.22
H 2.303 -1.915 -0.853 0.22
H 0.926 2.255 0.177 -0.17
H -2.455 0.209 -0.139 0.19
H -1.376 0.919 -2.213 0.21
H -1.632 0.761 2.085 0.21
H 0.976 -2.681 0.033 0.22
H -0.556 -1.244 -1.363 0.21
H -0.111 1.778 -1.320 0.22
H -0.678 -1.325 1.224 0.21
H 0.778 -0.386 -2.132 0.22
H -0.287 1.697 1.425 0.23
H 2.295 -1.912 0.925 0.22
```

Record 2
The following is a DFT calculation (wB97M-V/def2-TZVPD) of a molecular structure, C7H14BrGaI2NS.

Output
Total charge: -1
Energy, eV: -158434.08026
Highest occupied orbital energy, eV: -5.1
LUMO energy, eV: 2.4
Gap between HOMO and LUMO, eV: 7.54
Spin multiplicity: 1

```
27
Properties=species:S:1:pos:R:3:nbo_charge:R:1
I -2.386 -0.742 1.617 0.08
I -1.378 -0.059 -3.202 0.08
Br 1.632 1.857 -1.906 -0.57
Ga 0.106 1.117 -0.154 1.37
S 4.266 -2.868 0.310 -0.10
N -1.473 3.538 -0.315 -0.84
C -1.364 0.006 -1.075 -0.61
C 2.930 -1.942 1.138 -0.49
C -0.661 2.780 0.655 -0.74
C -3.407 -1.582 -1.120 -0.68
C 1.257 -0.032 1.038 -0.94
C 2.228 -0.917 0.250 -0.41
C -2.323 -0.724 -0.509 -0.20
H 3.379 -1.430 1.994 0.20
H -2.222 2.966 -0.682 0.34
H -1.899 4.351 0.112 0.33
H 1.692 -1.450 -0.548 0.20
H 0.617 -0.666 1.667 0.21
H 1.822 0.628 1.707 0.20
H -4.127 -1.919 -0.375 0.22
H 2.985 -0.298 -0.244 0.22
H 4.009 -2.395 -0.913 0.13
H -2.958 -2.469 -1.583 0.23
H 0.206 3.389 0.941 0.19
H 2.213 -2.672 1.521 0.20
H -3.929 -1.025 -1.903 0.23
H -1.215 2.556 1.579 0.17
```

Record 3
The following is a DFT calculation (wB97M-V/def2-TZVPD) of 7 unconnected molecules or ions with the total composition C7H14Cl14 in a non-equilibrium geometry.

Output
Total charge: -1
Energy, eV: -182798.95109
Relative energy (zero: lowest compared OMol25 entry of this formula, charge and spin), kJ/mol: 46.4
Highest occupied orbital energy (alpha / beta), eV: 0.4 / -8.2
LUMO energy (alpha / beta), eV: 2.3 / 2.2
Gap between HOMO and LUMO (alpha / beta), eV: 1.89 / 10.38
Spin multiplicity: 2

```
35
Properties=species:S:1:pos:R:3:nbo_charge:R:1
Cl -4.097 3.982 -0.579 -0.06
Cl -3.117 -0.357 1.538 -0.15
Cl 3.256 -2.730 -4.014 -0.05
Cl 0.532 2.029 -0.600 -0.06
Cl 3.273 -0.002 1.838 -0.04
Cl -3.299 3.157 2.032 -0.05
Cl 5.680 -1.655 2.620 -0.05
Cl 0.666 6.912 -1.510 -0.04
Cl -4.471 -2.534 2.691 -0.03
Cl 0.147 -0.800 -1.382 -0.21
Cl -1.130 6.193 0.733 -0.03
Cl 2.407 -4.069 -0.951 -0.05
Cl 1.125 -2.953 -6.084 -0.06
Cl 1.251 -2.700 1.365 -0.05
C 0.103 0.438 -0.067 -0.44
C 1.467 -4.270 0.557 -0.46
C -0.157 5.594 -0.658 -0.40
C -4.426 -1.529 1.319 -0.61
C 4.580 -0.274 3.080 -0.36
C 1.519 -3.019 -4.332 -0.42
C -3.287 2.687 0.317 -0.41
H 1.221 -3.984 -3.923 0.22
H 4.220 -0.401 4.101 0.22
H 1.920 -5.004 1.224 0.21
H -0.872 0.477 0.420 0.22
H -3.798 1.729 0.223 0.23
H 1.031 -2.219 -3.775 0.23
H 5.146 0.658 3.090 0.21
H -0.809 5.094 -1.374 0.22
H 0.519 4.761 -0.463 0.23
H -4.235 -2.157 0.449 0.19
H -5.381 -1.026 1.166 0.21
H 0.794 0.063 0.688 0.21
H -2.259 2.551 -0.018 0.22
H 0.482 -4.641 0.277 0.20
```

Record 4
The following is a DFT calculation (wB97M-V/def2-TZVPD) of C7H14Cl2Si in the gas phase in a non-equilibrium geometry.

Output
Total charge: 0
Energy, eV: -40411.47623
SMILES: C=CC[Si](Cl)(Cl)C(C)(C)C
Relative energy (zero: lowest compared OMol25 entry of this formula, charge and spin), kJ/mol: 72.3
Highest occupied orbital energy, eV: -9.0
LUMO energy, eV: 0.7
Gap between HOMO and LUMO, eV: 9.72
Spin multiplicity: 1

```
24
Properties=species:S:1:pos:R:3:nbo_charge:R:1
Cl -1.848 -1.811 -0.141 -0.37
Cl 1.403 -2.107 -0.638 -0.37
Si -0.075 -0.829 -0.093 1.49
C -0.528 0.169 -2.710 -0.62
C -1.186 1.689 -0.849 -0.61
C 1.225 1.354 -1.389 -0.61
C 0.274 -0.274 1.912 -0.80
C -0.152 -1.366 2.816 -0.19
C 0.675 -2.160 3.474 -0.40
C -0.142 0.666 -1.309 -0.48
H 1.985 0.671 -1.761 0.22
H -0.501 0.995 -3.412 0.21
H -1.218 -1.504 2.917 0.20
H -0.892 2.148 0.092 0.21
H 1.334 -0.059 2.018 0.23
H 1.747 -2.053 3.396 0.19
H 1.177 2.208 -2.063 0.21
H -1.533 -0.243 -2.709 0.22
H -0.305 0.630 2.092 0.23
H 1.535 1.711 -0.409 0.21
H -1.292 2.480 -1.589 0.21
H 0.316 -2.938 4.125 0.20
H 0.159 -0.597 -3.057 0.22
H -2.156 1.220 -0.713 0.22
```

Record 5
The following is a DFT calculation (wB97M-V/def2-TZVPD) of a gas-phase ion, C7H14ClN2OS (charge +1) in a non-equilibrium geometry.

Output
Total charge: +1
Energy, eV: -35860.76787
Relative energy (zero: lowest compared OMol25 entry of this formula, charge and spin), kJ/mol: 332.1
Highest occupied orbital energy (alpha / beta), eV: -10.5 / -10.6
LUMO energy (alpha / beta), eV: -3.8 / -3.2
Gap between HOMO and LUMO (alpha / beta), eV: 6.63 / 7.40
Spin multiplicity: 1

```
26
Properties=species:S:1:pos:R:3:nbo_charge:R:1
Cl 3.163 -1.006 -0.119 -0.03
S 1.291 1.645 0.616 0.63
O 1.420 -2.931 -0.701 -0.63
N 0.549 -0.873 -0.282 -0.58
N -1.989 -0.734 0.336 -0.41
C 3.574 2.817 -0.014 -0.65
C -2.313 -0.623 -1.164 -0.44
C -3.216 -1.176 1.096 -0.40
C -1.200 0.392 0.776 -0.25
C 1.540 -1.666 -0.329 0.54
C 2.381 2.003 -0.518 -0.42
C 0.273 0.305 0.304 -0.20
H -1.610 1.410 0.394 0.23
H -2.682 -1.537 -1.576 0.23
H -3.112 -1.245 2.133 0.24
H -4.065 -0.412 1.013 0.24
H -1.400 -0.509 -1.814 0.26
H -3.059 0.318 -1.321 0.24
H 3.808 2.222 0.984 0.23
H 3.403 3.864 0.203 0.24
H 2.231 -3.376 -0.493 0.51
H 4.313 2.769 -0.782 0.24
H -1.238 0.441 1.842 0.23
H -3.470 -2.039 0.517 0.23
H -1.127 -1.424 0.233 0.48
H 2.534 1.363 -1.335 0.22
```

Record 6
The following is a DFT calculation (wB97M-V/def2-TZVPD) of a molecular structure, C7H14ClOP in a non-equilibrium geometry.

Output
Total charge: 0
Energy, eV: -31345.08996
Relative energy (zero: lowest compared OMol25 entry of this formula, charge and spin), kJ/mol: 0.0
Highest occupied orbital energy, eV: -9.8
LUMO energy, eV: 0.7
Gap between HOMO and LUMO, eV: 10.48
Spin multiplicity: 1

```
24
Properties=species:S:1:pos:R:3:nbo_charge:R:1
Cl 3.252 -0.246 -0.550 -0.32
P 1.531 -0.118 0.691 1.92
O 1.888 -0.440 2.073 -1.05
C 0.952 1.868 -1.127 -0.63
C 0.059 1.949 1.397 -0.63
C 0.412 1.239 0.135 -0.40
C -0.679 0.203 -0.282 -0.40
C -0.430 -2.120 1.136 -0.61
C 0.151 -1.165 0.070 -0.39
C 0.375 -1.925 -1.209 -0.61
H -0.767 2.674 1.338 0.22
H 0.782 2.650 1.813 0.23
H -0.203 1.155 2.210 0.23
H -0.952 0.402 -1.355 0.23
H -0.119 -3.148 0.868 0.22
H -0.205 -1.712 2.095 0.24
H -1.484 -2.047 1.044 0.21
H 0.645 -1.266 -2.000 0.21
H 1.144 -2.733 -1.187 0.22
H 2.050 2.271 -1.005 0.23
H 0.848 1.156 -1.951 0.23
H -1.559 0.265 0.405 0.22
H -0.555 -2.475 -1.539 0.21
H 0.557 2.942 -1.282 0.23
```